C55H34Cl4I2N5O2RbS as an isolated structure in a non-equilibrium geometry, computed with the ωB97M-V functional and the def2-TZVPD basis.

Properties
relative energy (zero: lowest compared OMol25 entry of this formula, charge and spin): 614.42 kJ/mol
Kohn-Sham gap (spin up / spin down): 2.73 / 2.76 eV
lowest unoccupied orbital energy (spin up / spin down): 2.86 / 2.87 eV
total charge: -2

XYZ file:
```
104
Properties=species:S:1:pos:R:3:forces:R:3
I 2.829 8.352 1.694 -0.18 -0.49 0.04
I 2.169 3.531 5.044 -0.04 0.35 -0.39
Rb -0.410 0.619 -0.736 -0.02 0.10 -0.73
Cl 6.431 -5.808 -3.656 0.26 -0.21 -0.14
Cl 7.432 2.821 5.057 0.30 0.09 0.19
Cl -6.430 -5.722 -5.101 -0.19 -0.15 -0.15
Cl -7.972 1.753 5.433 -0.22 0.07 0.20
S -0.399 0.556 -4.666 -0.08 -1.72 -0.85
O -0.492 1.468 -3.519 -0.02 1.17 1.01
O 1.350 2.211 1.897 0.39 0.57 0.51
N 1.915 -0.382 0.269 -0.23 0.67 0.70
N -2.610 -0.822 0.079 0.43 -0.04 -0.05
N 1.138 3.526 -0.373 -0.24 0.10 -0.77
N -0.744 1.068 1.857 0.55 -0.03 0.28
N -0.299 -2.256 -1.112 -0.54 0.33 0.36
C 0.027 1.983 2.419 -1.78 -0.27 0.34
C 3.235 -3.226 -1.774 0.38 -0.23 -0.19
C 1.154 5.495 -1.725 0.33 1.15 0.53
C -3.416 -4.821 -2.647 -0.09 0.06 0.09
C 4.119 0.977 3.844 -0.04 0.27 -0.17
C -6.577 1.734 3.122 -0.21 -0.02 0.23
C -3.173 0.541 2.069 -0.54 -1.04 -0.75
C 3.194 -4.619 -1.658 0.03 0.25 0.08
C -1.825 -0.586 -4.505 0.52 0.45 -0.05
C -4.768 -2.860 -2.875 0.12 -0.07 0.01
C 5.265 1.295 4.544 0.20 -0.02 -0.02
C -5.464 1.449 2.357 0.18 0.00 0.10
C -0.676 2.840 3.284 0.68 0.31 -0.02
C 2.510 1.314 1.993 0.77 -0.24 0.45
C -4.319 0.624 4.293 -0.09 -0.01 -0.13
C 0.610 -3.583 -2.735 0.39 0.14 0.24
C 2.250 6.302 1.750 0.39 0.55 0.78
C -3.436 -0.405 1.075 0.23 0.63 0.63
C 5.283 -3.437 -3.057 0.15 -0.23 -0.04
C -4.539 -2.044 0.004 -0.52 0.27 0.56
C 4.473 2.848 2.393 0.12 -0.24 0.10
C -1.989 1.251 2.387 0.59 0.67 0.42
C -0.740 -3.644 -2.876 -0.20 0.15 -0.01
C -3.227 -1.820 -0.567 0.46 -0.33 -0.49
C 0.905 -0.653 -4.246 -0.46 0.52 -0.12
C 3.983 -1.380 0.202 -0.19 -0.10 -0.07
C 2.618 -1.387 -0.301 0.69 -0.84 -0.48
C -5.372 -4.870 -4.008 0.05 0.15 0.09
C 0.867 -2.703 -1.614 0.46 -0.67 -0.71
C -4.326 0.876 2.922 -0.21 0.10 0.03
C 1.585 6.266 -0.649 -0.27 -0.45 -0.83
C 2.182 -2.377 -1.194 -0.32 0.52 0.49
C -6.553 1.437 4.473 0.09 0.01 -0.18
C 1.536 4.249 0.680 0.07 0.08 -0.12
C 2.064 4.306 3.066 -0.64 -1.62 0.24
C -4.271 -5.519 -3.475 -0.15 0.01 -0.13
C 2.357 5.650 2.965 0.03 0.89 -0.72
C 1.668 3.577 1.925 0.15 0.86 0.30
C 3.678 1.760 2.769 -0.14 0.19 0.20
C -5.430 0.889 5.069 -0.11 0.03 0.09
C 2.740 0.252 1.130 -0.41 -0.50 -0.98
C 4.065 -0.371 1.090 0.06 0.11 0.02
C -3.614 -3.462 -2.352 -0.17 -0.04 -0.07
C -5.640 -3.547 -3.691 -0.16 -0.26 -0.16
C 4.173 -5.411 -2.227 0.15 -0.09 -0.08
C 1.811 5.653 0.585 -0.11 -0.39 0.06
C -1.298 -2.832 -1.818 0.93 -0.01 -0.27
C -1.964 2.349 3.286 -0.15 -0.25 -0.26
C 5.209 -4.812 -2.922 -0.18 0.13 0.05
C 0.962 4.141 -1.542 -0.01 -0.96 0.63
C 4.301 -2.658 -2.479 -0.31 -0.04 0.04
C -4.666 -1.172 1.031 -0.42 -0.44 -0.36
C 5.610 3.190 3.098 0.12 0.03 0.07
C -2.679 -2.669 -1.567 -0.62 0.47 0.70
C 5.995 2.411 4.175 -0.24 -0.06 -0.13
H -2.583 -5.341 -2.200 0.13 0.02 0.03
H -1.787 -1.093 -3.543 0.07 -0.05 0.06
H -1.285 -4.150 -3.654 0.00 -0.10 -0.05
H 5.594 0.680 5.365 0.06 -0.06 0.14
H -7.460 2.175 2.682 -0.07 0.03 -0.02
H 6.211 4.034 2.793 0.08 0.08 0.01
H 4.760 -2.073 -0.071 0.10 -0.03 0.08
H -0.357 3.722 3.800 0.14 0.07 0.09
H -4.960 -1.823 -2.638 0.02 0.10 -0.04
H -6.513 -3.060 -4.102 -0.07 0.02 -0.05
H -5.492 -1.082 1.715 -0.08 -0.09 0.06
H 4.140 -6.487 -2.136 0.00 -0.06 0.02
H 4.933 -0.061 1.643 0.10 -0.05 0.03
H 3.548 0.105 4.121 -0.15 -0.07 0.00
H -4.089 -6.559 -3.712 -0.02 -0.03 0.03
H -5.463 1.669 1.300 0.01 0.00 -0.10
H 2.647 6.199 3.848 0.08 -0.01 0.03
H 4.346 -1.584 -2.576 -0.04 0.10 -0.01
H -3.437 0.189 4.739 0.10 -0.03 0.03
H -5.436 0.662 6.125 -0.01 -0.01 0.09
H 1.845 -0.109 -4.188 0.04 0.13 -0.06
H 1.730 7.330 -0.759 0.07 0.04 0.01
H 0.682 -1.096 -3.278 -0.08 -0.08 0.03
H -2.723 0.023 -4.569 0.00 0.11 -0.05
H 0.958 -1.412 -5.020 -0.04 -0.13 -0.05
H 4.204 3.431 1.525 -0.02 0.02 -0.11
H -5.237 -2.808 -0.290 -0.10 -0.09 -0.01
H 0.965 5.959 -2.682 -0.01 -0.06 -0.06
H 6.091 -2.988 -3.613 0.09 0.02 -0.04
H -2.789 2.758 3.841 -0.08 0.07 0.03
H -1.800 -1.300 -5.323 0.02 -0.14 -0.07
H 2.384 -5.073 -1.105 -0.04 0.02 -0.01
H 0.641 3.502 -2.352 -0.08 -0.07 -0.17
H 1.356 -4.048 -3.357 -0.01 -0.06 -0.11
```
Positions in Å, forces in eV/Å.

C20H15Cl6O6 as an isolated structure in a non-equilibrium geometry, computed with the ωB97M-V functional and the def2-TZVPD basis.

Properties
relative energy (zero: lowest compared OMol25 entry of this formula, charge and spin): 161.02 kJ/mol
Kohn-Sham gap: 5.39 eV
lowest unoccupied orbital energy: 1.59 eV
total charge: -1

XYZ file:
```
47
Properties=species:S:1:pos:R:3:forces:R:3
Cl -3.313 -0.795 8.776 0.33 0.03 0.17
Cl -2.810 -3.361 4.003 0.72 -0.79 -0.63
Cl -6.256 -0.212 7.996 -0.66 0.24 0.38
Cl -2.156 0.421 3.498 0.58 -2.11 -0.98
Cl -7.326 -0.817 5.060 -0.21 0.36 0.17
Cl -5.371 -1.933 2.918 -0.14 -0.05 -0.28
O -2.221 -0.264 -0.327 -0.36 2.12 1.95
O -2.515 3.008 1.918 -0.23 -0.32 0.15
O 0.676 -3.275 5.572 1.04 1.19 1.12
O -2.068 -2.487 6.680 2.47 -0.04 0.46
O -0.512 2.631 2.876 -2.01 -0.47 -1.39
O -3.274 1.628 0.183 0.44 -0.19 1.08
C 0.947 -2.715 6.934 -0.10 -0.52 -2.23
C 0.766 -2.404 4.531 -0.52 -0.16 0.26
C 0.044 -2.081 2.278 0.38 0.78 -0.90
C -1.476 2.180 2.261 2.26 2.05 -0.55
C -4.550 1.722 2.225 0.20 -0.85 0.42
C -3.641 -2.274 4.965 -0.15 2.84 1.01
C -0.081 0.252 1.349 0.22 -0.80 0.57
C 0.345 -0.724 2.406 0.59 0.70 0.61
C -1.480 0.754 1.694 -0.15 2.86 1.95
C -5.188 -0.860 6.832 0.13 0.27 -1.80
C -2.999 -1.842 6.243 -3.30 -1.29 0.44
C -4.823 -1.686 4.528 -0.23 -0.48 1.83
C 1.115 -1.034 4.672 -0.23 -0.89 0.07
C -3.716 2.488 1.272 0.84 0.11 -0.34
C -4.510 3.651 0.711 0.76 0.05 -0.43
C -5.678 -1.097 5.495 1.00 0.03 0.47
C 0.314 -2.939 3.293 0.56 0.45 1.41
C -3.863 -1.042 7.177 -0.10 -0.98 -2.17
C 0.883 -0.188 3.601 -0.16 -0.62 -0.78
C -2.369 0.643 0.500 -1.54 -2.32 -2.92
H 0.381 -1.797 7.103 -0.09 -0.30 -0.04
H -4.796 2.336 3.082 -0.15 0.09 0.15
H 2.024 -2.554 7.049 -0.09 0.00 0.00
H 0.098 -3.983 3.152 -0.05 -0.25 0.49
H -3.941 0.891 2.569 -0.95 0.03 0.03
H 0.656 1.072 1.314 -0.66 -0.05 -0.03
H -0.152 -0.255 0.387 0.11 0.17 0.13
H 1.026 0.895 3.739 -0.03 -0.64 -0.37
H -5.416 3.266 0.227 0.21 0.13 0.26
H -5.436 1.325 1.755 -0.29 0.07 -0.18
H -3.911 4.181 -0.033 -0.09 0.06 0.06
H -0.410 -2.484 1.365 0.20 0.38 0.22
H -4.747 4.331 1.537 -0.07 -0.20 -0.24
H 0.597 -3.528 7.525 -0.20 -0.24 0.83
H 1.486 -0.603 5.611 -0.26 -0.46 -0.41
```
Positions in Å, forces in eV/Å.

An isolated ion of composition CH5N2 and charge +1 in a non-equilibrium geometry, computed with the ωB97M-V functional and the def2-TZVPD basis.

Properties
relative energy (zero: lowest compared OMol25 entry of this formula, charge and spin): 87.49 kJ/mol
SMILES: NC=[NH2+]
Kohn-Sham gap: 11.65 eV
lowest unoccupied orbital energy: -4.71 eV
total charge: +1

XYZ file:
```
8
Properties=species:S:1:pos:R:3:forces:R:3
N 0.239 -0.761 0.865 2.31 -1.42 0.14
N -0.493 0.875 -0.599 1.08 0.13 -1.16
C 0.367 -0.113 -0.298 -5.04 0.60 2.04
H -1.218 1.293 -0.044 0.20 -0.36 1.10
H 0.783 -0.627 -1.105 1.41 -0.35 -1.08
H -0.195 -0.315 1.749 1.03 -1.32 -2.03
H -0.607 1.261 -1.538 0.88 -0.51 0.18
H 0.810 -1.734 0.864 -1.88 3.23 0.82
```
Positions in Å, forces in eV/Å.

A 9-piece molecular cluster, BH20O8 overall in a non-equilibrium geometry, computed with the ωB97M-V functional and the def2-TZVPD basis.

Properties
relative energy (zero: lowest compared OMol25 entry of this formula, charge and spin): 226.09 kJ/mol
Kohn-Sham gap: 9.25 eV
lowest unoccupied orbital energy: 2.89 eV
total charge: -1

XYZ file:
```
29
Properties=species:S:1:pos:R:3:forces:R:3
O -36.890 52.740 9.484 0.87 -1.07 -1.94
O -36.205 49.749 9.062 5.16 -4.52 2.60
O -33.356 53.571 7.041 -2.75 -1.37 -0.80
O -35.658 48.413 5.212 2.94 -3.84 4.63
O -39.789 50.207 4.325 0.40 0.52 -0.09
O -39.120 54.716 7.028 1.06 1.69 -1.13
O -34.518 53.575 3.495 3.40 -6.08 4.83
O -33.311 50.834 4.725 -1.26 2.09 1.16
B -36.979 51.494 5.919 -0.48 1.66 -1.71
H -37.828 52.455 5.981 0.57 -0.89 0.08
H -36.586 51.518 4.670 -0.19 -0.21 1.06
H -32.613 51.530 4.880 -1.39 -0.94 -0.15
H -34.330 53.804 7.058 1.59 -0.65 -0.08
H -38.936 55.580 6.503 -0.12 -2.60 1.35
H -38.871 50.429 4.587 -0.57 -0.15 0.04
H -36.828 50.188 8.651 -5.04 3.61 -3.51
H -37.210 51.941 9.932 0.25 0.34 -0.19
H -35.120 53.226 4.205 0.75 0.24 -1.03
H -36.472 52.378 8.616 -1.06 0.83 2.06
H -35.900 49.255 5.338 -1.42 5.26 1.06
H -35.909 48.233 4.393 -1.58 -1.43 -5.63
H -37.457 50.437 6.194 -0.31 -0.51 0.17
H -32.952 54.328 7.376 1.16 1.94 0.87
H -39.865 49.256 4.354 0.20 -0.30 0.11
H -38.321 54.124 6.974 -1.03 0.87 -0.23
H -36.050 51.750 6.620 0.72 0.11 0.51
H -34.962 54.185 3.097 -4.28 5.82 -3.84
H -34.192 51.266 5.076 2.57 -1.22 -0.94
H -35.944 49.059 8.407 -0.16 0.81 0.72
```
Positions in Å, forces in eV/Å.